DFT (ωB97M-V/def2-TZVPD) results for C5H8S in the gas phase in a non-equilibrium geometry.

```
! RIJCOSX wB97M-V def2-TZVPD def2/J DEFGRID3
* xyz 0 1
C -0.444 -0.776 0.014
C 0.704 0.301 0.142
C 3.262 1.076 0.118
C 2.059 0.277 0.010
C -2.063 -0.612 0.326
S 3.464 -0.722 -0.172
H -0.130 -1.632 0.617
H -0.406 -1.102 -1.030
H 0.321 1.303 0.322
H 3.551 1.712 -0.711
H 3.583 1.436 1.088
H -2.506 -1.534 -0.028
H -2.464 0.234 -0.219
H -2.224 -0.495 1.391
*
```

Summary:
LUMO energy (eV): 0.95
HOMO energy (Ha): -0.306
Gap between HOMO and LUMO (eV): 9.268
ΔE to the lowest compared entry with this formula, charge and spin (kJ/mol): 180.1

Results of the Mulliken charge analysis, in e, for atoms 1 through 5: atom 1 (C): -0.400, atom 2 (C): 0.035, atom 3 (C): -0.704, atom 4 (C): -0.038, atom 5 (C): -1.048


DFT (ωB97M-V/def2-TZVPD) results for a gas-phase ion, C5H9O3 (charge -1) in a non-equilibrium geometry.

```
! RIJCOSX wB97M-V def2-TZVPD def2/J DEFGRID3
* xyz -1 1
C 2.121 -0.455 0.036
O 2.266 0.252 -1.196
C 0.820 -1.283 0.117
C -0.407 -0.519 -0.338
C -0.736 0.632 0.574
C -1.948 1.273 0.591
O -2.758 0.881 -0.528
O -2.531 2.007 1.415
H 2.066 0.245 0.859
H 3.000 -1.094 0.063
H 0.897 -2.251 -0.377
H 0.796 -1.535 1.184
H -0.166 -0.162 -1.355
H -1.304 -1.127 -0.481
H 0.012 0.994 1.271
H 1.422 0.713 -1.311
H -3.548 1.432 -0.523
*
```

Summary:
LUMO energy (eV): 3.85
HOMO energy (Ha): -0.083
Gap between HOMO and LUMO (eV): 6.122
ΔE to the lowest compared entry with this formula, charge and spin (kJ/mol): 151.4

Results of the Mulliken charge analysis, in e, for atoms 1 through 5: atom 1 (C): -0.459, atom 2 (O): -0.582, atom 3 (C): -0.594, atom 4 (C): -0.768, atom 5 (C): -0.034


DFT (ωB97M-V/def2-TZVPD) results for C6H6BrN3 in the gas phase in a non-equilibrium geometry.

```
! RIJCOSX wB97M-V def2-TZVPD def2/J DEFGRID3
* xyz 0 1
C -0.460 -2.947 0.799
C -0.960 1.161 0.905
C -1.184 -0.119 0.630
C 0.127 1.832 0.170
C -0.776 -0.963 -0.517
C -0.527 -2.276 -0.467
N -0.522 -3.399 1.854
N 1.077 1.144 -0.341
N 2.180 1.496 -1.000
Br -0.934 -0.051 -2.224
H -1.464 1.648 1.773
H -1.843 -0.736 1.292
H 0.216 2.945 0.076
H -0.473 -3.007 -1.280
H 2.585 2.438 -0.946
H 2.957 0.833 -0.721
*
```

Summary:
LUMO energy (eV): -0.29
HOMO energy (Ha): -0.327
Gap between HOMO and LUMO (eV): 8.598
ΔE to the lowest compared entry with this formula, charge and spin (kJ/mol): 204.7

Results of the Mulliken charge analysis, in e, for atoms 1 through 5: atom 1 (C): 0.130, atom 2 (C): -0.513, atom 3 (C): -0.107, atom 4 (C): -0.141, atom 5 (C): 0.305


DFT (ωB97M-V/def2-TZVPD) results for 3 unconnected molecules or ions with the total composition C36H64O6P2 in a non-equilibrium geometry.

```
! RIJCOSX wB97M-V def2-TZVPD def2/J DEFGRID3
* xyz 0 1
C -0.582 -0.690 -9.722
C -2.126 -0.509 -9.448
C -2.822 -1.817 -8.880
C -3.809 -1.449 -7.698
C -4.561 -2.703 -7.117
C -4.208 -3.001 -5.588
C -5.375 -2.543 -4.635
C -5.854 -3.641 -3.606
C -4.705 -4.437 -2.902
C -3.975 -3.668 -1.735
C -4.893 -2.701 -0.905
C -4.020 -2.063 0.245
C -4.575 -2.291 1.695
C -3.441 -2.282 2.800
C -3.466 -0.961 3.670
C -2.201 -0.889 4.609
C -1.890 0.542 5.154
C -1.420 1.590 4.070
C -0.806 0.979 2.760
C 0.376 1.914 2.230
C 1.012 1.157 0.988
O 2.398 0.865 1.159
C 2.598 -0.176 2.082
P 2.360 -1.908 1.382
O 3.059 -2.185 0.062
C 4.074 -0.062 2.671
O 4.130 0.868 3.752
C 3.737 0.267 4.995
P 5.331 0.533 1.403
O 5.027 0.127 -0.014
O 5.392 2.193 1.497
O 6.784 -0.196 1.849
H -0.326 -0.168 -10.677
H 0.011 -0.206 -8.908
H -0.257 -1.748 -9.826
H -2.604 -0.149 -10.385
H -2.234 0.285 -8.667
H -3.383 -2.265 -9.741
H -2.068 -2.573 -8.563
H -3.207 -0.880 -6.955
H -4.568 -0.765 -8.162
H -4.205 -3.590 -7.708
H -5.657 -2.636 -7.294
H -3.298 -2.394 -5.354
H -4.001 -4.095 -5.546
H -5.178 -1.594 -4.085
H -6.258 -2.335 -5.297
H -6.582 -3.167 -2.913
H -6.439 -4.393 -4.203
H -5.187 -5.337 -2.433
H -3.925 -4.831 -3.588
H -3.620 -4.456 -1.014
H -3.034 -3.177 -2.098
H -5.223 -1.880 -1.584
H -5.771 -3.280 -0.520
H -3.917 -0.973 0.022
H -2.999 -2.513 0.206
H -5.148 -3.253 1.747
H -5.311 -1.483 1.933
H -3.580 -3.149 3.486
H -2.441 -2.320 2.303
H -3.558 -0.039 3.053
H -4.357 -1.041 4.343
H -2.452 -1.523 5.503
H -1.316 -1.400 4.148
H -1.118 0.464 5.958
H -2.796 0.977 5.652
H -0.625 2.235 4.529
H -2.256 2.278 3.809
H -0.328 -0.021 2.907
H -1.559 0.951 1.938
H 1.119 1.933 3.071
H 0.029 2.938 1.982
H 0.923 1.837 0.103
H 0.407 0.248 0.722
H 1.933 -0.104 2.992
H 2.856 -2.844 2.355
H 0.971 -2.232 1.200
H 4.374 -1.095 2.974
H 4.499 0.486 5.782
H 3.515 -0.822 4.903
H 2.770 0.754 5.299
H 6.230 2.467 1.096
H 6.919 -0.835 1.132
C -1.110 5.210 4.054
C 0.156 5.782 4.102
C 0.514 6.588 5.176
C -0.390 6.813 6.208
C -1.654 6.237 6.161
C -2.016 5.439 5.083
H -1.390 4.585 3.215
H 0.863 5.601 3.301
H 1.498 7.039 5.211
H -0.109 7.437 7.048
H -2.359 6.412 6.966
H -3.004 4.995 5.044
C 8.818 1.432 -0.149
C 9.144 2.660 0.417
C 10.465 2.952 0.735
C 11.462 2.019 0.479
C 11.138 0.793 -0.090
C 9.816 0.498 -0.400
H 7.787 1.203 -0.395
H 8.367 3.392 0.611
H 10.717 3.906 1.182
H 12.493 2.248 0.723
H 11.916 0.067 -0.291
H 9.562 -0.460 -0.839
*
```

Summary:
LUMO energy (eV): 0.44
HOMO energy (Ha): -0.345
Gap between HOMO and LUMO (eV): 9.829

Results of the Mulliken charge analysis, in e, for atoms 1 through 5: atom 1 (C): -1.043, atom 2 (C): -0.404, atom 3 (C): -0.668, atom 4 (C): -0.747, atom 5 (C): -0.837


DFT (ωB97M-V/def2-TZVPD) results for C4H6O4 in the gas phase in a non-equilibrium geometry.

```
! RIJCOSX wB97M-V def2-TZVPD def2/J DEFGRID3
* xyz 0 1
C -0.095 -1.195 -1.112
C 1.229 0.814 -0.219
C 0.504 0.598 1.127
C -0.730 1.065 1.318
O 0.815 0.122 -1.266
O 0.161 -1.817 0.027
O -1.401 -0.807 -1.187
O 2.176 1.553 -0.241
H -0.011 -1.140 0.815
H -1.573 -0.378 -2.035
H 0.270 -1.752 -1.983
H 1.177 0.444 1.962
H -1.143 1.200 2.307
H -1.380 1.294 0.487
*
```

Summary:
LUMO energy (eV): 0.56
HOMO energy (Ha): -0.377
Gap between HOMO and LUMO (eV): 10.824
ΔE to the lowest compared entry with this formula, charge and spin (kJ/mol): 222.1

Results of the Mulliken charge analysis, in e, for atoms 1 through 5: atom 1 (C): 0.200, atom 2 (C): 0.777, atom 3 (C): -0.644, atom 4 (C): -0.417, atom 5 (O): -0.397


DFT (ωB97M-V/def2-TZVPD) results for a gas-phase ion, C4H5F3N3O (charge +1) in a non-equilibrium geometry.

```
! RIJCOSX wB97M-V def2-TZVPD def2/J DEFGRID3
* xyz 1 1
C -2.257 1.337 0.887
C -0.520 0.153 -0.528
C 1.968 0.094 -0.140
C -0.873 -1.274 -0.926
N -1.613 0.834 0.001
N 0.597 0.213 0.402
N 0.368 0.553 1.663
O 1.345 0.653 2.392
F -1.156 -1.900 0.218
F -1.857 -1.223 -1.816
F 0.112 -1.804 -1.583
H -2.739 1.689 1.742
H -0.215 0.504 -1.543
H 2.295 -0.895 -0.260
H 1.957 0.454 -1.186
H 2.588 0.613 0.676
*
```

Summary:
LUMO energy (eV): -6.32
HOMO energy (Ha): -0.514
Gap between HOMO and LUMO (eV): 7.652
ΔE to the lowest compared entry with this formula, charge and spin (kJ/mol): 557.1

Results of the Mulliken charge analysis, in e, for atoms 1 through 5: atom 1 (C): 0.270, atom 2 (C): -0.225, atom 3 (C): -0.737, atom 4 (C): 0.793, atom 5 (N): -0.096


DFT (ωB97M-V/def2-TZVPD) results for a molecular structure, C42H52BaClN5OP2S3 in a non-equilibrium geometry.

```
! RIJCOSX wB97M-V def2-TZVPD def2/J DEFGRID3
* xyz -1 2
Ba 0.151 -0.583 -0.094
C -0.411 -3.109 -3.284
N -0.327 -1.696 -2.956
C -1.525 -1.056 -3.476
C -1.727 0.393 -3.056
N -2.224 0.493 -1.691
C -2.265 1.876 -1.255
C -3.518 -0.134 -1.568
C -4.639 0.418 -2.173
C -5.882 -0.185 -2.108
C -6.014 -1.383 -1.421
C -4.917 -1.943 -0.810
C -3.646 -1.347 -0.869
S -2.356 -2.221 -0.138
C 0.944 -1.116 -3.376
C 1.073 -0.750 -4.793
C 2.286 -0.637 -5.390
C 3.453 -1.069 -4.732
C 3.362 -1.693 -3.514
C 2.147 -1.819 -2.833
S 2.097 -2.618 -1.351
H -0.534 -3.274 -4.366
H -1.269 -3.532 -2.763
H 0.478 -3.636 -2.948
H -2.374 -1.636 -3.102
H -1.573 -1.120 -4.578
H -2.429 0.857 -3.773
H -0.776 0.931 -3.114
H -2.926 2.505 -1.868
H -1.261 2.295 -1.298
H -2.612 1.901 -0.223
H -4.544 1.343 -2.728
H -6.731 0.267 -2.602
H -6.978 -1.874 -1.373
H -4.994 -2.879 -0.277
H 0.190 -0.410 -5.314
H 2.355 -0.258 -6.401
H 4.410 -0.964 -5.223
H 4.240 -2.125 -3.056
C -4.117 1.040 2.272
P -2.298 0.822 2.531
C -2.044 2.378 3.470
N -2.839 2.633 4.490
C -2.635 3.780 5.171
C -3.417 4.073 6.301
C -3.201 5.234 7.001
C -2.214 6.137 6.595
C -1.440 5.883 5.489
C -1.633 4.701 4.754
N -0.895 4.457 3.650
C -1.079 3.305 3.034
P -0.188 2.982 1.461
C -0.785 4.529 0.626
C 1.588 3.465 1.893
C 1.803 4.931 2.262
C 1.997 2.558 3.054
C 2.407 3.124 0.648
C -2.251 -0.483 3.904
C -0.765 -0.729 4.161
C -2.898 -1.738 3.322
C -2.951 -0.134 5.215
H -4.639 1.140 3.221
H -4.498 0.196 1.701
H -4.268 1.951 1.690
H -4.164 3.354 6.600
H -3.798 5.451 7.876
H -2.066 7.045 7.162
H -0.673 6.572 5.168
H -0.714 5.373 1.309
H -1.826 4.379 0.341
H -0.200 4.714 -0.274
H 1.099 5.243 3.030
H 1.695 5.575 1.392
H 2.817 5.051 2.642
H 1.454 2.835 3.959
H 3.067 2.647 3.249
H 1.778 1.515 2.815
H 2.025 3.657 -0.223
H 2.366 2.055 0.442
H 3.449 3.407 0.794
H -0.266 -1.038 3.239
H -0.636 -1.505 4.914
H -0.285 0.181 4.524
H -2.544 -1.924 2.310
H -3.981 -1.633 3.292
H -2.662 -2.611 3.929
H -2.463 0.691 5.726
H -2.922 -1.009 5.867
H -3.991 0.132 5.045
O 1.932 -0.551 1.368
N 2.528 -0.254 0.274
Cl 7.629 3.640 2.210
C 6.567 2.392 1.633
C 6.078 2.453 0.339
C 5.223 1.463 -0.110
C 4.854 0.406 0.717
C 3.928 -0.666 0.215
C 5.347 0.375 2.016
C 6.207 1.356 2.477
H 6.360 3.268 -0.309
H 4.825 1.522 -1.112
H 4.057 -1.592 0.784
H 4.136 -0.844 -0.842
H 5.053 -0.425 2.678
H 6.605 1.323 3.480
S 2.286 1.311 -2.920
C 1.193 0.200 -2.565
*
```

Summary:
LUMO energy (alpha / beta) (eV): 1.11 / 1.11
HOMO energy (alpha / beta) (Ha): -0.145 / -0.150
Gap between HOMO and LUMO (alpha / beta) (eV): 5.049 / 5.194
ΔE to the lowest compared entry with this formula, charge and spin (kJ/mol): 191.9

Results of the Mulliken charge analysis, in e, for atoms 1 through 5: atom 1 (Ba): 0.241, atom 2 (C): -1.304, atom 3 (N): 1.876, atom 4 (C): -1.844, atom 5 (C): -0.386


DFT (ωB97M-V/def2-TZVPD) results for 2 unconnected molecules or ions with the total composition C20H23N5O5S in a non-equilibrium geometry.

```
! RIJCOSX wB97M-V def2-TZVPD def2/J DEFGRID3
* xyz 0 1
O 1.193 -1.191 0.272
O -1.534 -2.281 -2.697
O 0.118 -2.320 -6.494
O 0.921 -0.457 9.788
O -1.070 0.988 9.761
N -0.302 1.728 2.531
C 0.667 -0.284 0.899
C -0.634 -1.873 -3.414
C 0.099 -1.095 -6.555
C 0.108 0.593 3.058
C -0.778 3.354 -0.744
C -0.324 2.357 -1.613
C -0.761 3.132 0.638
C 0.192 -0.855 5.124
C -0.219 1.514 5.365
C 0.154 1.145 -1.098
C 0.083 -1.012 6.509
C -0.326 1.359 6.748
C -0.290 1.925 1.157
C 0.037 0.413 4.525
C 0.175 0.936 0.288
C -0.180 0.094 7.325
N 0.590 -0.427 2.253
N 0.261 -0.447 -7.716
N -0.879 -0.825 -4.204
N -1.313 -1.416 9.295
C 0.735 -2.519 -3.322
C 0.425 -1.117 -9.005
C 1.205 0.409 -4.787
C -0.102 -0.217 -5.298
S -0.327 -0.097 9.120
H -1.148 4.296 -1.137
H -0.345 2.526 -2.685
H -1.116 3.893 1.325
H 0.380 -1.740 4.525
H -0.344 2.507 4.942
H 0.509 0.359 -1.759
H 0.198 -1.999 6.954
H -0.527 2.228 7.372
H 1.025 -1.244 2.654
H 0.257 0.560 -7.704
H -1.828 -0.502 -4.109
H -2.251 -1.067 9.162
H -1.174 -1.712 10.251
H 0.630 -3.472 -2.804
H 1.148 -2.703 -4.308
H 1.398 -1.878 -2.746
H -0.461 -1.718 -9.221
H 1.291 -1.782 -8.967
H 0.567 -0.385 -9.800
H 1.642 1.033 -5.566
H 1.011 1.031 -3.917
H 1.924 -0.367 -4.527
H -0.710 0.621 -5.639
*
```

Summary:
LUMO energy (eV): -0.82
HOMO energy (Ha): -0.324
Gap between HOMO and LUMO (eV): 7.993
ΔE to the lowest compared entry with this formula, charge and spin (kJ/mol): 188.6

Results of the Mulliken charge analysis, in e, for atoms 1 through 5: atom 1 (O): -0.725, atom 2 (O): -0.687, atom 3 (O): -0.637, atom 4 (O): -0.653, atom 5 (O): -0.653


Question: Which formula does entry 4 have?
Answer: C36H64O6P2